[1]
A cluster of 2 separate species, C6H15N6S in total in a non-equilibrium geometry. Source: OMol25; level of theory: the ωB97M-V functional and the def2-TZVPD basis.

Each line ends with the natural charge from an NBO analysis.
Atoms and positions in Å:
C1 1.827 0.398 -0.136  0.518
C2 3.049 0.777 -0.908  -0.479
C3 -3.024 1.417 -0.020  -0.251
C4 3.883 -0.568 -0.909  -0.229
C5 -3.768 0.119 0.096  -0.516
C6 -1.987 -1.857 -0.512  0.006
N1 1.963 -0.864 0.324  -0.377
N2 -1.825 1.504 0.821  -0.840
N3 0.738 1.240 -0.022  -0.825
N4 -0.325 -2.203 1.181  -0.553
N5 -1.199 -1.860 0.397  -0.048
N6 3.219 -1.460 0.069  -0.436
S1 -3.395 -1.216 -1.159  0.364
H1 2.718 0.855 -1.914  0.248
H2 3.558 1.623 -0.662  0.251
H3 -2.628 1.403 -1.069  0.221
H4 -3.749 2.166 0.283  0.211
H5 3.866 -1.050 -1.871  0.201
H6 4.942 -0.518 -0.547  0.230
H7 -3.804 -0.443 1.091  0.236
H8 -4.759 0.360 -0.126  0.239
H9 -1.672 2.523 1.043  0.379
H10 0.822 2.282 -0.013  0.417
H11 -0.270 0.977 0.342  0.452
H12 1.269 -1.507 0.904  0.463
H13 -0.665 -2.782 1.850  0.356
H14 -1.994 1.170 1.737  0.373
H15 3.209 -2.485 -0.272  0.390

LUMO level, eV: -2.633
Orbital gap, eV: 9.30
Net charge: +1



[2]
A cluster of 2 separate species, C6H15NO in total in a non-equilibrium geometry. Source: OMol25; level of theory: the ωB97M-V functional and the def2-TZVPD basis.

Each line ends with the Mulliken spin population.
Atoms and positions in Å:
C1 2.126 1.274 0.890  -0.074
C2 0.616 1.430 1.074  0.810
C3 -0.254 0.510 0.298  -1.436
C4 -0.949 0.953 -0.740  0.914
C5 -0.170 -0.938 0.710  0.916
C6 -1.497 -1.532 1.178  1.470
N1 2.574 1.393 -0.515  0.162
H1 2.532 0.347 1.295  -0.063
H2 2.611 2.099 1.411  -0.010
H3 0.438 1.337 2.159  -0.109
H4 0.344 2.475 0.905  0.120
H5 -0.953 1.991 -1.073  -0.102
H6 -1.598 0.373 -1.395  -0.549
H7 0.570 -1.055 1.504  -0.340
H8 0.224 -1.613 -0.065  -0.002
H9 -1.430 -2.594 1.466  -0.350
H10 -1.904 -1.011 2.048  -0.506
H11 -2.221 -1.634 0.383  0.171
H12 2.251 2.299 -0.848  -0.032
H13 2.044 0.729 -1.075  -0.037
H14 -1.396 -1.886 -1.851  0.018
H15 -2.815 -2.242 -1.965  -0.142
O1 -1.981 -2.375 -2.453  0.170

LUMO level (alpha / beta), eV: 3.648 / 3.515
Orbital gap (alpha / beta), eV: 2.57 / 9.71
Multiplicity: 2
Net charge: -1



[3]
An isolated molecule of C6H15NO in a non-equilibrium geometry. Source: OMol25; level of theory: the ωB97M-V functional and the def2-TZVPD basis.

Each line ends with the natural charge from an NBO analysis.
Atoms and positions in Å:
C1 2.676 0.434 0.334  -0.611
C2 1.508 -0.086 1.205  -0.201
N1 0.210 0.352 0.714  -0.483
C3 -0.182 1.694 1.059  -0.404
C4 -0.841 -0.654 0.722  -0.198
C5 -1.011 -1.323 -0.657  -0.425
C6 -1.466 -0.407 -1.785  -0.066
O1 -2.446 -1.133 -2.552  -0.733
H1 2.668 1.515 0.172  0.201
H2 2.525 0.040 -0.668  0.207
H3 3.606 0.167 0.825  0.206
H4 1.636 0.266 2.236  0.167
H5 1.551 -1.162 1.071  0.196
H6 0.655 2.226 1.516  0.197
H7 -1.007 1.736 1.781  0.175
H8 -0.518 2.267 0.187  0.188
H9 -1.786 -0.174 0.976  0.188
H10 -0.617 -1.439 1.451  0.184
H11 -1.760 -2.121 -0.560  0.218
H12 -0.115 -1.885 -0.905  0.198
H13 -1.974 0.487 -1.411  0.161
H14 -0.589 -0.215 -2.408  0.170
H15 -2.725 -0.583 -3.302  0.465

SMILES: CCN(C)CCCO
LUMO level, eV: 0.956
Orbital gap, eV: 8.98



Record order is preserved below.
Relative energy (zero: lowest compared OMol25 entry of this formula, charge and spin): 1.373 0.944 1.903 eV
Record order is preserved below.
DFT total energy: -963.9591 -367.5287 -367.5614 Ha